5 unconnected molecules or ions with the total composition C18H38O5 in a non-equilibrium geometry, computed with ωB97M-V/def2-TZVPD.

Structure (XYZ):
```
61
Properties=species:S:1:pos:R:3:forces:R:3
C 16.871600 7.839220 2.430260 0.29 0.70 0.55
C 17.264390 9.339840 2.451610 1.03 0.24 -1.65
C 17.717480 9.532420 3.859250 0.83 0.39 0.29
O 16.829340 8.797220 4.663580 -0.06 -0.49 -0.51
C 16.273130 7.827690 3.801430 -3.43 -1.96 0.60
H 17.585030 7.027870 2.574570 1.46 0.91 -0.87
H 16.319010 7.524650 1.544940 -0.71 0.26 0.49
H 16.536480 10.125840 2.250460 -1.25 -0.81 -0.14
H 17.963210 9.589190 1.653130 0.76 -0.13 0.37
H 17.611240 10.541250 4.258090 0.71 0.26 -0.31
H 18.727320 9.125810 3.914000 0.32 0.30 0.58
H 15.201880 7.994860 3.689280 -0.36 0.41 0.33
H 16.309760 6.836430 4.253260 0.36 0.01 0.25
C 14.101020 13.121330 3.689450 -0.18 -0.23 -0.77
C 14.238180 14.552150 4.198000 -0.57 -0.53 -1.32
C 15.637110 14.557190 4.745870 -1.89 0.43 0.11
O 15.638490 13.308510 5.446790 1.02 -0.19 0.25
C 14.761720 12.347300 4.773770 0.07 1.06 0.45
H 14.666000 12.891370 2.786120 -0.30 0.44 -0.41
H 13.065690 12.792460 3.599770 0.10 0.08 -0.31
H 13.511500 14.644100 5.005210 0.14 0.48 0.17
H 14.065090 15.335020 3.459580 0.01 -0.13 0.01
H 15.734100 15.506230 5.273150 0.98 -0.68 1.13
H 16.434110 14.478760 4.006450 0.44 -0.19 -0.46
H 14.015270 12.109370 5.531600 0.18 -0.42 0.63
H 15.349840 11.474340 4.490630 0.20 -0.20 0.45
C 20.452300 12.912570 4.157420 -1.27 -0.54 -0.95
C 20.838430 13.152720 2.699910 1.73 0.61 -0.62
C 19.872510 14.200110 2.126820 -0.73 -0.70 -0.92
O 19.047790 14.587240 3.207040 -0.46 -1.30 0.56
C 18.989590 13.376600 4.021460 0.87 2.29 2.87
H 20.982110 13.454160 4.941060 0.03 0.25 -0.44
H 20.535460 11.847900 4.375730 -0.12 0.03 0.16
H 20.834340 12.226110 2.125910 -0.16 0.04 0.03
H 21.850350 13.550810 2.624810 0.12 -0.14 -0.02
H 19.158260 13.778980 1.419290 0.26 -0.55 -0.50
H 20.309750 15.030990 1.573140 0.20 0.27 0.69
H 18.284800 12.559900 3.865350 -0.19 0.17 -1.19
H 18.723770 13.854820 4.964190 -0.47 -0.47 0.42
C 17.553960 2.113530 6.386260 0.58 1.41 1.22
C 17.423300 3.452350 5.617680 -1.91 -0.94 -1.30
C 16.017490 4.045370 6.066440 1.31 -1.46 1.95
O 15.637260 3.203760 7.178080 0.03 -0.10 0.15
C 16.758120 2.459190 7.670190 -1.34 -0.55 -0.86
H 18.606620 1.892970 6.563340 0.01 -0.02 0.19
H 17.155830 1.265510 5.829080 -0.38 0.20 0.21
H 17.271010 3.121280 4.590410 0.55 0.58 -0.40
H 18.276670 4.125260 5.701720 -0.24 -0.03 0.15
H 15.131140 3.885050 5.452620 0.58 0.78 -0.82
H 16.169090 5.032560 6.502980 -0.36 0.44 -0.62
H 16.277590 1.586300 8.112060 0.39 -0.10 0.27
H 17.216800 3.066510 8.450500 0.78 -0.19 -0.16
C 16.719310 9.449720 -2.863910 -0.09 -0.84 0.61
C 16.128420 9.563010 -1.413350 -0.17 -0.06 -2.21
O 14.831580 10.239370 -1.560560 1.37 -0.61 1.21
H 17.021910 10.416950 -3.265150 0.25 -0.03 0.26
H 16.065100 9.017240 -3.620920 -0.80 0.21 0.45
H 17.515310 8.706510 -2.910000 0.64 0.42 0.32
H 16.882810 10.007370 -0.764090 -0.28 1.06 0.00
H 16.039930 8.602130 -0.906420 -0.82 -0.25 -0.52
H 15.011410 11.178430 -1.474410 -0.09 0.12 -0.10
```
Forces are in eV/Å.

- LUMO (alpha / beta) (eV) = -2.69 / -8.89
- net charge = +1
- HOMO-LUMO gap (alpha / beta) (eV) = 8.18 / 1.98
- HOMO level (alpha / beta) (eV) = -10.871 / -10.871
- DFT total energy (eV) = -29505.586
- 2S+1 = 2
- <S²> = 0.754